{"formula": "C45H63EuN2OP3S2Si", "method": "ωB97M-V/def2-TZVPD", "elements": ["H", "C", "H", "H", "C", "C", "H", "O", "H", "H", "P", "C", "C", "C", "H", "H", "H", "H", "C", "H", "H", "H", "H", "C", "S", "C", "H", "H", "H", "C", "C", "C", "H", "C", "H", "H", "C", "H", "H", "H", "H", "C", "H", "C", "H", "C", "H", "C", "H", "H", "H", "C", "C", "C", "H", "H", "H", "H", "H", "C", "H", "P", "H", "H", "H", "H", "H", "S", "C", "H", "C", "P", "H", "H", "C", "H", "C", "H", "N", "C", "H", "H", "H", "H", "H", "C", "H", "C", "H", "C", "H", "C", "C", "H", "N", "C", "C", "H", "Si", "C", "Eu", "H", "C", "H", "C", "C", "C", "C", "C", "H", "H", "H", "C", "C", "H", "H", "C", "C"], "positions_angstrom": [[-1.742631, 4.938177, -3.242602], [1.608969, -0.014023, 4.744398], [-0.940731, 5.870077, -1.464502], [1.538969, 2.977677, 5.132098], [1.093569, 4.399577, -2.484502], [1.549469, 0.545777, -3.790802], [5.036369, 4.091977, 1.076298], [-3.165531, -0.645223, -0.580702], [-2.675031, 4.114777, -0.862702], [0.550469, 4.292277, 1.763698], [-0.639831, -2.592523, -1.261802], [3.403869, -0.211823, 2.970198], [-0.214631, 1.898477, -2.888302], [1.243469, 0.969377, -5.071502], [-3.072131, 3.942177, -3.842302], [2.908169, -0.910523, 2.298698], [-2.636231, -5.349123, 0.249798], [-3.127931, -4.144823, -0.935302], [1.140069, -2.544623, -1.726402], [-0.095231, 2.141877, -6.263202], [-1.386931, 2.939177, -4.358302], [3.265169, 3.294077, 2.568098], [5.167369, 3.232877, -1.244802], [1.724369, -3.664623, -2.316402], [-4.623931, -0.587723, 3.718198], [-4.705831, -3.273223, 4.583998], [1.725269, -4.581223, 3.195998], [0.966569, 0.678977, 5.282698], [3.963269, -0.768723, 3.717598], [1.935069, -1.420723, -1.431902], [-0.231531, 3.705077, 2.239398], [1.138569, 3.587377, 4.326498], [-0.370831, -3.991223, -4.050202], [2.165369, -3.590923, 3.085098], [0.978669, -0.801423, 4.331298], [-3.470431, 1.725377, -2.565702], [2.384769, 1.975077, 1.126798], [-0.760531, 3.126677, 1.472598], [-0.209331, -1.334323, -3.983002], [4.947869, -2.661023, -2.408202], [1.756569, 5.240477, -2.287802], [0.025769, -4.910523, 0.261398], [-0.132531, -5.976123, 0.419698], [-1.243131, -1.305823, -3.643902], [3.524769, 1.589777, -2.023002], [1.258669, -2.721323, 2.417298], [-0.993431, 5.200877, 0.165598], [-3.210431, -0.283823, 2.718398], [-0.943731, -5.033223, -1.636202], [-0.939331, 4.384977, 2.709898], [1.000369, 3.735877, -0.467102], [-2.855831, -4.695623, 3.989798], [4.393569, 2.887577, -0.575502], [0.289269, 4.095577, -1.221702], [-1.899731, -3.551923, -4.787902], [1.707369, 3.552077, -2.777702], [-3.391231, 5.253777, -2.724802], [2.905469, 1.560877, 4.080198], [-1.358131, -0.435423, -2.995102], [2.458769, 1.468877, -0.181602], [4.110969, 0.366077, 2.382098], [-0.929331, 2.641477, -1.364902], [-1.877731, -1.176623, -4.518902], [3.930069, -0.681423, -1.368502], [-2.383931, -5.664223, 4.055098], [3.503569, -4.557423, -3.096802], [-2.461831, -3.631623, 0.621898], [-2.933131, 1.235277, 2.025598], [-1.586231, -2.591723, -2.904102], [1.115469, -4.520923, -2.565802], [3.882569, -2.632423, -2.230502], [1.171369, 1.327577, 2.358298], [-4.026231, -0.698923, -0.139602], [-0.110331, -4.403223, 1.212098], [3.305569, -1.518123, -1.649802], [1.943369, 4.170477, 3.887898], [-1.416531, -3.786823, -3.840702], [3.087169, -3.671923, 2.509998], [-2.409931, -1.321223, 2.541898], [0.834269, 0.988177, -2.682902], [1.828069, 0.623277, -5.912902], [-4.562531, -5.334523, 5.110998], [0.440369, 4.294477, 4.774498], [-2.640531, -2.551623, -2.595902], [-1.889031, -4.686023, -3.454402], [-2.545031, 3.520177, -1.777202], [-3.668531, 1.963377, -0.808102], [-2.386931, -4.377623, -0.173702], [0.455769, 4.665877, -3.323602], [0.376469, 2.774077, 3.280898], [-4.615831, 2.919677, -1.952502], [3.468269, 1.955177, -1.007902], [3.315669, 2.918477, 1.557598], [2.387769, -3.184223, 4.071098], [0.523669, -2.011623, 1.891898], [-4.086931, -4.508023, 4.607598], [3.078869, -3.699623, -2.598602], [-1.284431, -3.822023, 2.827298], [1.132569, 0.261577, -0.923002], [-0.556131, 2.279577, -4.180702], [-0.955431, -0.241223, 0.760098], [0.431669, 6.067477, -0.390802], [4.314869, 3.374577, 0.717398], [-5.649731, -3.113123, 5.075998], [-2.682331, 4.465377, -2.972602], [-0.354631, 5.378377, -0.694702], [0.168669, 1.817277, -5.267802], [-0.973331, -4.381123, -0.759602], [-2.242131, -3.669923, 3.300998], [2.296069, -0.457223, 5.462598], [1.051569, -4.755923, -0.073102], [-3.348031, -0.380023, -1.494202], [-4.088231, -2.239023, 3.903498], [-2.868131, -2.426223, 3.224498], [2.367369, -0.145323, -3.647002], [-0.447631, 2.254377, 3.795498], [2.384569, 0.702977, 3.642098], [-3.645431, 2.459777, -1.778902]], "atomic_forces_ev_per_a": [[0.0, 0.1, -0.1], [0.1, 0.1, -0.1], [-0.1, 0.1, -0.1], [0.1, -0.1, 0.1], [0.0, 0.0, 0.2], [0.1, 0.2, -0.1], [0.1, 0.1, 0.0], [-0.4, -0.2, -0.4], [0.0, -0.1, -0.1], [0.1, 0.1, -0.1], [-0.1, -0.5, -0.5], [0.0, 0.2, 0.0], [-0.3, 0.0, 0.1], [0.0, 0.0, -0.1], [0.0, 0.0, -0.1], [0.1, -0.1, -0.1], [0.0, -0.1, 0.0], [-0.1, 0.1, 0.0], [-0.2, -0.2, -0.1], [-0.1, 0.0, -0.1], [0.0, 0.1, 0.0], [0.1, 0.0, 0.1], [0.1, 0.1, -0.1], [0.2, 0.1, -0.1], [0.3, -0.4, -0.1], [0.1, 0.0, -0.1], [0.0, 0.0, 0.0], [-0.1, 0.0, 0.1], [0.1, -0.1, 0.1], [0.0, 0.5, 0.1], [-0.1, -0.3, 0.1], [-0.1, -0.2, -0.1], [0.1, 0.0, -0.1], [0.6, -0.6, 0.5], [-0.1, 0.0, 0.0], [0.0, -0.1, -0.1], [-0.1, 0.2, 0.3], [0.0, 0.2, 0.0], [0.0, 0.1, 0.0], [0.1, 0.0, 0.0], [0.1, 0.1, 0.0], [0.0, 0.1, -0.1], [0.0, -0.1, 0.0], [-0.2, -0.1, 0.2], [0.0, 0.0, -0.2], [-1.0, 0.9, -0.7], [-0.1, 0.0, 0.1], [0.2, -0.2, -0.1], [0.0, 0.1, 0.0], [-0.1, 0.1, 0.0], [-0.1, 0.1, -0.1], [0.0, -0.1, 0.0], [0.0, 0.0, -0.1], [0.0, -0.2, 0.1], [0.0, 0.0, -0.1], [0.0, 0.0, -0.1], [-0.1, 0.1, 0.0], [0.0, 0.0, -0.1], [0.1, 0.0, -0.1], [-0.3, -0.4, -0.2], [0.1, 0.0, -0.1], [0.1, 0.6, -0.2], [-0.1, 0.0, -0.1], [0.1, 0.1, 0.0], [0.1, -0.1, -0.1], [0.1, -0.1, 0.0], [-0.1, -0.1, -0.1], [-0.6, 1.1, 0.4], [0.1, 0.1, 0.2], [0.0, -0.1, 0.0], [0.0, 0.0, 0.0], [0.4, 0.3, 0.4], [0.2, 0.2, 0.0], [0.0, 0.0, 0.0], [0.2, -0.1, 0.0], [0.1, 0.1, 0.0], [-0.1, 0.1, 0.2], [0.0, 0.0, 0.0], [-0.5, 0.0, 0.5], [0.2, -0.1, 0.5], [0.0, 0.0, -0.1], [0.0, -0.1, 0.1], [0.0, 0.1, 0.1], [0.1, 0.0, 0.0], [0.0, -0.1, 0.0], [0.3, -0.3, 0.1], [-0.1, -0.1, -0.1], [0.1, 0.0, -0.1], [-0.1, 0.0, -0.1], [0.0, -0.2, -0.2], [-0.2, 0.0, -0.1], [0.2, 0.1, 0.0], [0.0, 0.1, -0.1], [0.1, 0.0, 0.0], [0.6, -0.5, 0.3], [-0.1, -0.1, 0.1], [0.0, -0.1, 0.0], [0.0, 0.1, -0.1], [0.9, 0.0, -0.8], [0.0, -0.1, -0.1], [-1.4, -0.2, 0.4], [0.1, 0.1, 0.1], [0.0, 0.0, 0.1], [-0.2, 0.0, 0.1], [0.1, 0.0, 0.1], [0.1, -0.2, 0.1], [-0.1, 0.1, -0.1], [0.1, 0.4, 0.1], [0.1, 0.1, 0.0], [0.1, -0.1, 0.1], [0.1, -0.1, 0.1], [0.1, 0.0, 0.3], [0.0, 0.1, 0.0], [-0.4, -0.1, 0.3], [0.1, -0.1, 0.0], [0.1, 0.1, -0.1], [-0.3, -0.1, -0.2], [0.1, 0.2, 0.3]], "lowdin_charge": [0.051, -0.122, 0.065, 0.060, -0.100, -0.119, 0.100, -0.180, 0.091, 0.068, 1.035, -0.113, -0.425, -0.082, 0.067, 0.044, 0.081, 0.067, -0.382, 0.099, 0.076, 0.085, 0.102, -0.120, 1.010, -0.099, 0.096, 0.065, 0.076, -0.317, -0.165, -0.111, 0.064, -0.030, 0.051, 0.067, -0.401, 0.002, 0.074, 0.100, 0.081, -0.118, 0.083, -0.125, 0.092, -0.273, 0.052, -1.181, 0.084, 0.086, 0.067, -0.092, -0.076, -0.509, 0.077, 0.064, 0.081, 0.094, 0.047, -0.301, 0.072, 1.067, 0.086, 0.087, 0.099, 0.098, 0.046, 0.470, -0.530, 0.091, -0.085, 1.031, 0.065, 0.021, -0.119, 0.063, -0.109, 0.104, -0.115, -0.339, 0.102, 0.098, 0.080, 0.086, 0.065, -0.541, 0.020, -0.121, 0.066, -0.545, 0.080, -0.120, -0.107, 0.093, 0.125, -0.102, -0.086, 0.071, 0.542, -0.100, 0.963, 0.082, -0.079, 0.103, -0.120, -0.124, -0.080, -0.539, -0.044, 0.075, 0.064, 0.044, -0.476, -0.324, 0.093, 0.084, -0.546, -0.146], "gap_ev": [6.069, 6.248], "spin_multiplicity": 8, "e_tot_ha": -4757.6207, "e_lumo_ev": [0.4, 0.4]}